Molecular formula: C3H3NO3S
Method: DFT, wB97M-V/def2-TZVPD

Structure (XYZ):
```
11
Properties=species:S:1:pos:R:3
S -0.53 -0.95 0.19
O -0.98 -1.83 -0.84
O -0.63 -1.36 1.56
O 2.01 -1.89 0.06
N 2.02 2.18 -0.31
C 1.33 -1.00 -0.04
C 2.04 1.08 0.04
C -1.17 0.69 -0.14
H -2.28 0.56 0.29
H -1.12 0.99 -1.15
H -0.70 1.53 0.33
```

frontier orbital gap	9.46	eV
LUMO	-0.061	Ha
net charge	0
calculated total energy	-794.62098	Eh
molar mass	133.1	g mol⁻¹